12
Properties=species:S:1:pos:R:3 method="wB97M-V/def2-TZVPD" homo_energy_ha=-0.3849 e_above_lowest_kcal_mol=34.1 smiles=N#C[C@@H](N)CO e_lumo_ev=0.79 energy_ev=-8235.2182
O -1.3597 0.4054 -1.0836
N 0.2883 0.3975 1.5928
N 1.6028 0.8935 -1.7042
C -0.8974 -0.6536 -0.2838
C 1.1960 0.3941 -0.7407
C 0.4769 -0.3210 0.3491
H -0.8394 -1.5935 -0.8482
H -1.6126 -0.7730 0.5335
H 1.1577 0.7711 1.9586
H -0.7050 0.5404 -1.7881
H 1.0436 -1.2336 0.5623
H -0.3514 1.1728 1.4525



13
Properties=species:S:1:pos:R:3 method="wB97M-V/def2-TZVPD" homo_energy_ha=-0.3550 e_above_lowest_kcal_mol=25.5 smiles="[H]/N=C(/N)OC(C)=O" e_lumo_ev=0.69 energy_ev=-10283.6904
O -0.2877 -1.9349 0.0286
O 0.0665 0.3406 -0.0886
N 0.8950 1.7655 1.3050
N 1.1414 -0.4469 1.9450
C -1.2749 -0.5940 -1.7307
C 0.7509 0.4460 1.1506
C -0.4387 -0.8634 -0.4893
H -2.1598 0.0065 -1.4344
H 0.9473 2.2901 0.4098
H 1.5755 1.9799 1.9985
H -1.5177 -1.5642 -2.1629
H -0.6153 -0.0432 -2.4404
H 0.9176 -1.3819 1.5088



13
Properties=species:S:1:pos:R:3 method="wB97M-V/def2-TZVPD" homo_energy_ha=-0.3692 e_above_lowest_kcal_mol=32.1 smiles="NCC(=O)NC=O" e_lumo_ev=0.65 energy_ev=-10283.4067
O -1.4227 -1.2804 -0.3902
O 2.9444 0.0474 -0.6854
N -2.3254 1.0255 1.0363
N 0.7699 -0.6757 -0.4118
C -0.5475 -0.4686 -0.1049
C 1.8372 0.2531 -0.2677
C -0.9039 0.8890 0.5849
H -0.7507 1.6530 -0.1462
H -0.2119 1.0891 1.3575
H 1.1753 -1.5361 -0.8113
H 1.6143 1.1188 0.2983
H -3.0548 0.6234 0.3556
H -2.3721 0.4261 1.9053



13
Properties=species:S:1:pos:R:3 method="wB97M-V/def2-TZVPD" homo_energy_ha=-0.3075 e_above_lowest_kcal_mol=86.5 e_lumo_ev=-0.21 energy_ev=-10281.0479
O 1.5795 1.5021 -0.2723
O -0.3239 2.4662 -1.0313
N 0.7544 -0.8429 -0.7992
N -1.7695 -0.1124 1.6589
C -0.6975 -0.3832 1.0627
C -0.4146 -0.1304 -0.3273
C 0.4413 1.6668 -0.6067
H -1.7795 -0.3285 2.6578
H -1.1166 -0.2116 -1.0554
H 1.5660 -0.2483 -0.5463
H 0.8567 -1.0011 -1.9452
H 0.7368 -1.7647 -0.3773
H 0.1669 -0.6120 1.5816



13
Properties=species:S:1:pos:R:3 method="wB97M-V/def2-TZVPD" homo_energy_ha=-0.3601 e_above_lowest_kcal_mol=94.3 e_lumo_ev=0.90 energy_ev=-10280.7064
O 1.7295 1.1080 -0.7235
O -0.6944 -0.7485 -0.4318
N -0.4493 1.4135 0.0416
N -1.2774 0.6375 -0.3056
C 1.3275 0.8394 1.6496
C 0.9790 1.0410 0.2034
C -1.3414 -1.5186 -1.4174
H 0.7060 0.0566 2.0817
H -0.8054 -1.4034 -2.3680
H 2.3769 0.5695 1.7278
H -2.3795 -1.1964 -1.5499
H -1.3172 -2.5646 -1.1009
H 1.1459 1.7658 2.1930



13
Properties=species:S:1:pos:R:3 method="wB97M-V/def2-TZVPD" homo_energy_ha=-0.3620 e_above_lowest_kcal_mol=42.1 smiles="[H]/N=C/OCC(N)=O" e_lumo_ev=0.80 energy_ev=-10282.9724
O 0.4990 2.1646 -1.4124
O 0.7152 -0.0421 1.3306
N 0.3595 -0.0952 -1.6825
N -1.0234 -1.3768 0.5851
C -0.0610 -1.1453 1.3813
C 0.3547 1.0354 -0.9561
C 0.2288 1.0619 0.5405
H 0.7514 2.0566 0.5231
H 0.4309 0.0404 -2.6793
H -0.8072 1.2402 0.8297
H -0.0647 -0.9326 -1.3026
H -1.4937 -2.2533 0.8079
H 0.2547 -1.8084 2.1973



13
Properties=species:S:1:pos:R:3 method="wB97M-V/def2-TZVPD" homo_energy_ha=-0.3327 e_above_lowest_kcal_mol=180.2 e_lumo_ev=0.71 energy_ev=-10276.9837
O -0.9915 -0.9265 -0.6604
O 2.5687 -0.3552 0.0317
N 1.8526 0.5494 -0.1999
N 0.6802 0.1193 -0.5188
C -1.3501 0.1483 0.3313
C 0.2374 -1.0983 -0.0390
C -0.3654 1.1275 -0.2385
H -2.5141 0.3701 0.1563
H 0.1671 1.8235 0.3309
H -1.0057 -0.0463 1.4641
H 0.2236 -1.4661 1.1005
H -0.5236 1.7917 -1.1665
H 1.0208 -2.0373 -0.5916



13
Properties=species:S:1:pos:R:3 method="wB97M-V/def2-TZVPD" homo_energy_ha=-0.3607 e_above_lowest_kcal_mol=29.0 smiles="[H]/N=C/OCC(N)=O" e_lumo_ev=0.78 energy_ev=-10283.5401
O -2.4348 -0.7192 0.9842
O 1.0170 0.2204 0.9449
N 1.2570 -0.0818 -1.3169
N -1.4558 0.7809 -0.4259
C 1.6725 0.3700 -0.2072
C -0.0738 -0.7026 0.9919
C -1.4369 -0.2121 0.5048
H -2.3703 0.9732 -0.8106
H 1.9203 0.1333 -2.0566
H -0.6687 0.8484 -1.0598
H 2.5883 0.9431 -0.0367
H 0.1936 -1.6106 0.4418
H -0.2085 -0.9429 2.0459